{
  "formula": "C7H11Cl",
  "method": "wB97M-V/def2-TZVPD",
  "spin_multiplicity": 1,
  "fmax_ev_per_a": 3.376,
  "e_above_lowest_kj_mol": 672.4,
  "gap_ev": [6.82, 6.82],
  "total_charge": 0,
  "homo_ev": [-7.61, -7.61],
  "species": ["C", "C", "C", "C", "C", "C", "C", "Cl", "H", "H", "H", "H", "H", "H", "H", "H", "H", "H", "H"],
  "positions_angstrom": [[0.65, -0.89, 0.00], [-1.31, -2.28, -0.96], [-0.61, -0.88, -1.03], [-0.37, -0.35, -2.43], [1.12, 1.43, 0.44], [-0.49, 0.29, 2.00], [0.74, 0.10, 1.10], [-0.25, -2.57, 0.51], [-1.37, -0.27, -0.53], [-0.16, 0.72, -2.41], [-1.25, -0.53, -3.05], [0.48, -0.86, -2.87], [0.28, 1.83, -0.13], [1.96, 1.29, -0.24], [1.40, 2.16, 1.20], [-1.35, 0.64, 1.42], [-0.28, 1.03, 2.77], [-0.77, -0.65, 2.48], [1.58, -0.21, 1.75]]
}